1.
{"formula": "C2H7N3O", "method": "ωB97M-V/def2-TZVPD", "elements": ["C", "C", "N", "O", "N", "N", "H", "H", "H", "H", "H", "H", "H"], "coordinates": [[-1.0584, 1.4118, 1.0850], [-0.3603, 0.4352, 0.3153], [-0.8500, -0.7818, 0.5403], [-0.1070, -1.6300, -0.2194], [0.7702, 0.7919, -0.5834], [1.5225, -0.1624, -1.2001], [-1.8769, 1.1315, 1.9140], [-0.2144, 1.8858, 1.7113], [-1.7491, 2.1401, 0.5659], [-0.6935, -2.4081, 0.0858], [1.2148, 1.7245, -0.2558], [0.7095, -0.7776, -1.6600], [1.8793, -0.6724, -0.3056]], "lowdin_charge": [-0.10, -0.39, -0.01, -0.17, -0.13, -0.06, 0.13, 0.10, 0.09, 0.14, 0.16, 0.14, 0.11], "e_lumo_ev": 0.875, "homo_ev": -8.14, "smiles": "C/C(=N/O)NN"}


2.
{"formula": "C2H7N3O", "method": "ωB97M-V/def2-TZVPD", "elements": ["C", "N", "O", "C", "N", "N", "H", "H", "H", "H", "H", "H", "H"], "coordinates": [[0.4276, 0.4540, 1.6683], [-0.5582, 0.6334, 0.6022], [-0.5198, 1.9588, 0.1621], [-0.4359, -0.1253, -0.6172], [-0.0442, -1.2963, -0.5511], [0.0251, -1.9221, -1.8127], [0.3228, 1.1346, 2.4718], [0.2549, -0.5290, 2.1835], [1.5016, 0.4336, 1.2251], [-1.3139, 2.3824, 0.5684], [-0.8499, 0.5151, -1.4772], [0.3530, -1.1611, -2.5716], [0.8369, -2.4781, -1.8517]], "lowdin_charge": [-0.08, -0.24, -0.09, -0.22, -0.03, -0.04, 0.06, 0.09, 0.11, 0.12, 0.16, 0.12, 0.03], "e_lumo_ev": 0.884, "homo_ev": -8.41, "smiles": "CN(O)/C=N/N"}


3.
{"formula": "C2H7N3O", "method": "ωB97M-V/def2-TZVPD", "elements": ["H", "N", "C", "N", "H", "H", "H", "N", "C", "O", "H", "H", "H"], "coordinates": [[-1.7521, -1.7927, 1.0153], [-1.4879, -1.0248, 0.4101], [-1.4955, -1.3436, -0.8219], [-0.8212, -0.6112, -1.7475], [-2.0601, -2.1584, -1.2743], [-1.0752, -0.7211, -2.7090], [-0.5433, 0.3035, -1.4188], [0.9202, 0.4796, 1.6637], [1.6278, 1.2834, 0.8358], [1.4399, 1.3669, -0.3541], [0.2951, -0.2177, 1.2552], [0.7105, 0.6873, 2.6213], [2.4508, 1.8327, 1.3248]], "lowdin_charge": [0.04, 0.04, -0.38, 0.09, 0.11, 0.08, 0.08, 0.11, -0.43, -0.01, 0.05, 0.09, 0.12], "e_lumo_ev": 1.017, "homo_ev": -9.43, "smiles": "[H]/N=C/N.NC=O"}


4.
{"formula": "C2H7N3O", "method": "ωB97M-V/def2-TZVPD", "elements": ["C", "N", "C", "N", "N", "O", "H", "H", "H", "H", "H", "H", "H"], "coordinates": [[-1.0389, 0.0923, -0.1324], [-0.0481, 0.0805, 0.8391], [1.1064, -0.0910, -0.1294], [1.8065, 1.1419, -0.0612], [-2.1155, -0.7189, 0.0692], [1.6617, -1.1868, -0.2906], [-0.1093, -0.5972, 1.5856], [2.3791, 1.2245, 0.7731], [2.3869, 1.4462, -0.8329], [-1.9390, -1.6204, 0.4923], [-2.8558, -0.6937, -0.6171], [-1.2516, 1.0681, -0.5629], [0.0178, -0.1453, -1.1327]], "lowdin_charge": [-0.34, 0.00, -0.64, 0.09, 0.11, -0.02, 0.11, 0.09, 0.08, 0.11, 0.10, 0.12, 0.18], "e_lumo_ev": 0.764, "homo_ev": -8.22}


5.
{"formula": "C2H7N3O", "method": "ωB97M-V/def2-TZVPD", "elements": ["N", "C", "N", "H", "H", "H", "H", "C", "N", "O", "H", "H", "H"], "coordinates": [[-1.4493, -0.3515, 0.3733], [-1.0362, -1.5897, 0.2873], [0.2444, -1.8744, 0.0056], [-2.2645, -0.0152, 0.8886], [-0.7769, 0.4162, 0.2037], [-1.7817, -2.3347, 0.5689], [0.3552, -2.8036, 0.4366], [1.0267, 1.9668, -0.0552], [1.3133, 0.7686, -0.7436], [0.0527, 2.0492, 0.6432], [1.5322, 2.8307, -0.5133], [0.5025, 0.3501, -1.1516], [2.2818, 0.5876, -0.9433]], "mulliken_spin": [0.34, -0.07, 0.75, -0.02, -0.02, 0.01, -0.02, 0.00, 0.02, 0.00, 0.00, 0.00, 0.00], "e_lumo_ev": [-4.434, -8.355], "charge": 1, "s2": 0.770, "homo_ev": [-14.45, -14.34], "multiplicity": 2}


6.
{"formula": "C2H7N3O2", "method": "ωB97M-V/def2-TZVPD", "elements": ["O", "N", "N", "O", "H", "H", "C", "N", "C", "H", "H", "H", "H", "H"], "coordinates": [[-1.3665, 0.2115, 0.1865], [-2.2130, -0.3553, -0.6824], [-3.4229, -0.2581, -0.6205], [-4.0160, 0.4276, 0.4396], [-0.5067, -0.1919, 0.0338], [-3.4674, 0.8780, 0.9717], [1.8717, -1.2592, 0.3971], [1.1020, -0.3707, -0.0959], [1.7506, 0.8773, -0.4099], [2.9879, -1.0821, 0.4373], [1.3726, -2.1545, 0.6934], [2.7764, 0.8892, 0.0927], [2.0612, 0.7155, -1.4112], [1.0702, 1.6726, -0.0322]], "lowdin_charge": [-0.04, -0.09, -0.03, -0.01, -0.01, 0.00, -0.01, -0.13, -0.12, 0.10, 0.07, 0.09, 0.07, 0.10], "e_lumo_ev": 0.598, "homo_ev": -9.99, "smiles": "O/N=N\\O.C=NC"}


7.
{"formula": "C2H7N3O2", "method": "ωB97M-V/def2-TZVPD", "elements": ["N", "N", "N", "C", "C", "O", "O", "H", "H", "H", "H", "H", "H", "H"], "coordinates": [[1.5029, -0.8580, -0.3156], [0.9123, 0.4289, -0.3020], [0.9703, 1.1430, 0.9195], [-0.4655, 0.3381, -0.7489], [-1.3816, -0.4695, 0.1654], [-1.0345, -1.0045, 1.1797], [-2.6561, -0.5492, -0.2532], [1.1766, -1.4436, 0.4573], [2.5108, -0.7559, -0.2558], [0.6369, 0.5870, 1.7109], [1.9307, 1.4239, 1.0887], [-0.4504, -0.1244, -1.7400], [-0.8454, 1.3609, -0.8240], [-2.8069, -0.0767, -1.0820]], "lowdin_charge": [0.03, -0.31, 0.03, -0.12, -0.51, 0.11, 0.12, 0.07, 0.07, 0.07, 0.07, 0.13, 0.13, 0.11], "e_lumo_ev": 0.604, "homo_ev": -9.21, "smiles": "NN(N)CC(=O)O"}


8.
{"formula": "C2H7N3O2", "method": "ωB97M-V/def2-TZVPD", "elements": ["C", "C", "H", "H", "H", "H", "H", "H", "H", "N", "N", "N", "O", "O"], "coordinates": [[-0.6317, -1.9070, -0.9396], [0.6556, 0.3394, -0.8313], [-1.5686, -2.2246, -0.1493], [0.3599, -2.4781, -0.9295], [-0.9722, -1.6759, -2.0168], [-0.4413, 0.5058, 1.3839], [1.5858, 2.0568, -0.1864], [1.0038, 1.3030, 2.0567], [-0.7476, 2.2231, 1.4986], [-0.4318, -0.5724, -0.3804], [0.7598, 1.4558, -0.0204], [0.1668, 1.4095, 1.3568], [-0.7889, -0.7257, 1.1273], [1.0504, 0.2903, -1.9695]], "lowdin_charge": [-0.11, -0.52, 0.15, 0.09, 0.09, -0.06, 0.15, 0.19, 0.27, -0.18, 0.04, 0.09, -0.29, 0.07], "e_lumo_ev": -0.265, "homo_ev": -7.70}


9.
{"formula": "C2H7N3OS", "method": "ωB97M-V/def2-TZVPD", "elements": ["C", "S", "C", "N", "O", "N", "N", "H", "H", "H", "H", "H", "H", "H"], "coordinates": [[1.2665, -1.5948, -0.6880], [-0.5070, -1.3321, -0.9748], [-0.6328, 0.1714, 0.0583], [-1.2956, 0.2254, 1.1292], [-1.6692, -0.9983, 1.6534], [0.0022, 1.2669, -0.4035], [-0.2211, 2.5262, 0.1439], [1.4209, -2.6250, -1.0483], [1.5309, -1.5411, 0.3546], [1.9007, -0.9466, -1.2942], [-1.8249, -1.6057, 0.9150], [0.3450, 1.2583, -1.3452], [0.6564, 2.7701, 0.6721], [-0.9721, 2.4254, 0.8275]], "lowdin_charge": [-0.39, 0.89, -0.67, -0.04, -0.11, -0.13, 0.02, 0.03, 0.04, 0.03, 0.02, 0.12, 0.10, 0.07], "e_lumo_ev": 0.579, "homo_ev": -8.28, "smiles": "CS/C(=N\\O)NN"}


10.
{"formula": "C2H7N3P", "method": "ωB97M-V/def2-TZVPD", "elements": ["C", "C", "N", "N", "N", "P", "H", "H", "H", "H", "H", "H", "H"], "coordinates": [[0.7715, 0.3832, 0.0447], [-0.9995, -1.2899, 0.2471], [-0.8644, 1.4219, 0.0157], [0.3757, -0.8573, 0.0695], [1.9922, 0.9605, -0.0202], [-2.1538, 0.3648, -0.1270], [-1.0782, -2.0270, -0.4831], [-1.1293, -1.7739, 1.1670], [-0.6772, 2.0536, 0.8124], [0.8717, -1.8104, 0.1557], [2.0593, 1.8594, -0.4262], [2.8513, 0.3821, 0.0070], [-2.0195, 0.3329, -1.4627]], "lowdin_charge": [-0.15, -0.26, -0.25, -0.01, 0.19, 0.90, 0.06, 0.07, 0.06, 0.22, 0.11, 0.15, -0.09], "e_lumo_ev": -4.299, "charge": 1, "homo_ev": -13.84}


11.
{"formula": "C2H7N3P3", "method": "ωB97M-V/def2-TZVPD", "elements": ["H", "N", "P", "N", "P", "P", "N", "C", "C", "H", "H", "H", "H", "H", "H"], "coordinates": [[1.5854, 0.4212, -3.6848], [0.6693, 0.1073, -3.3411], [0.3211, 0.1705, -1.8459], [1.1454, 1.0759, -0.8523], [1.2890, 1.1109, 0.8900], [-2.0734, -0.3943, -1.5833], [-1.7159, -0.6840, -0.0076], [-1.0249, -0.8852, 0.9245], [-0.4450, -1.2294, 2.1590], [1.0052, 2.3646, 0.7904], [2.6515, 1.4714, 0.8545], [-2.6794, 0.8015, -1.6568], [-0.4211, -0.5430, 2.9400], [0.5709, -1.5826, 1.9523], [-0.8781, -2.2049, 2.4611]], "lowdin_charge": [0.02, -0.24, 0.54, -0.55, 0.76, 0.87, -0.21, -0.12, -0.06, -0.15, -0.08, -0.11, 0.08, 0.11, 0.14], "e_lumo_ev": [-5.813, -5.813], "charge": 1, "homo_ev": [-12.81, -12.81], "smiles": "[H]/N=P(=N/P)/P[N+]#CC"}


12.
{"formula": "C2H7N3P3", "method": "ωB97M-V/def2-TZVPD", "elements": ["C", "C", "N", "N", "N", "P", "P", "P", "H", "H", "H", "H", "H", "H", "H"], "coordinates": [[-2.6314, 0.3863, 0.0564], [-2.9516, 0.6126, 1.4337], [3.0672, -0.0794, -0.4601], [-2.2627, 0.2842, -1.0534], [0.7870, -0.6010, -1.4541], [1.5657, 0.3516, -0.4372], [4.2289, -1.2293, -0.6240], [-1.9700, -0.2580, -2.5387], [-2.8447, 1.6976, 1.5664], [-2.2376, -0.1791, 2.0461], [-4.0526, 0.4819, 1.4660], [1.3538, -1.3046, -1.8888], [4.2243, -1.7684, 0.6849], [5.3528, -0.3987, -0.7335], [-0.8950, 0.7628, -2.7778]], "lowdin_charge": [-0.08, 0.00, -0.66, -0.28, -0.38, 0.60, 0.79, 0.89, 0.11, 0.19, 0.12, -0.06, -0.08, -0.08, -0.09], "e_lumo_ev": [-5.478, -5.136], "charge": 1, "homo_ev": [-12.13, -12.15]}